# C38H43Cl5FN9PtSeSi

C38H43Cl5FN9PtSeSi as an isolated structure in a non-equilibrium geometry (ωB97M-V/def2-TZVPD, OMol25).

Atoms and positions in Å:
1 Pt 0.210 0.176 0.496
2 C -3.589 -1.333 3.283
3 Si -1.963 -0.436 3.270
4 C -1.963 1.125 4.299
5 C -0.746 -1.627 3.998
6 N -1.706 -0.042 1.494
7 C -2.773 0.465 0.836
8 C -3.652 1.420 1.434
9 C -4.792 1.850 0.810
10 C -5.141 1.334 -0.445
11 C -4.311 0.423 -1.086
12 C -3.155 0.026 -0.463
13 F -2.383 -0.865 -1.096
14 H -3.937 -1.427 4.315
15 H -3.472 -2.342 2.880
16 H -4.369 -0.830 2.712
17 H -1.309 0.999 5.165
18 H -2.965 1.333 4.679
19 H -1.621 2.004 3.749
20 H -1.166 -1.921 4.965
21 H 0.237 -1.207 4.192
22 H -0.638 -2.536 3.405
23 H -3.382 1.823 2.399
24 H -5.423 2.586 1.288
25 H -6.060 1.646 -0.923
26 H -4.557 0.012 -2.056
27 N -0.699 -3.204 -0.044
28 C 0.344 -3.122 0.787
29 N 0.903 -4.245 1.211
30 C 1.929 -4.103 2.055
31 N 2.566 -5.196 2.455
32 N 2.354 -2.916 2.564
33 C 1.733 -1.875 2.088
34 N 0.772 -1.889 1.160
35 C 2.059 -0.538 2.660
36 C 3.104 -0.372 3.543
37 C 3.346 0.890 4.067
38 C 2.511 1.937 3.717
39 C 1.471 1.696 2.838
40 N 1.259 0.487 2.313
41 H -1.046 -4.119 -0.276
42 H -1.237 -2.384 -0.272
43 H 2.249 -6.096 2.135
44 H 3.321 -5.128 3.115
45 H 3.697 -1.235 3.811
46 H 4.169 1.049 4.751
47 H 2.655 2.931 4.119
48 H 0.780 2.477 2.553
49 C 5.939 -0.175 -4.952
50 C 4.513 -0.711 -5.037
51 C 3.914 -1.029 -3.665
52 C 3.567 0.200 -2.827
53 N 2.351 0.865 -3.315
54 C 1.098 0.438 -3.104
55 Se 0.585 -0.876 -1.841
56 N 0.262 1.123 -3.904
57 C -1.153 0.822 -4.153
58 C -1.336 0.154 -5.511
59 C -0.603 -1.180 -5.625
60 C -0.887 -1.869 -6.956
61 C 0.999 2.046 -4.633
62 C 0.613 3.014 -5.560
63 C 1.616 3.788 -6.098
64 C 2.964 3.613 -5.727
65 C 3.344 2.661 -4.808
66 C 2.325 1.880 -4.263
67 H 6.361 -0.044 -5.947
68 H 6.580 -0.872 -4.408
69 H 5.991 0.791 -4.444
70 H 4.519 -1.633 -5.622
71 H 3.875 -0.002 -5.572
72 H 4.622 -1.629 -3.090
73 H 3.005 -1.627 -3.784
74 H 4.371 0.936 -2.834
75 H 3.385 -0.099 -1.802
76 H -1.710 1.756 -4.092
77 H -1.488 0.162 -3.355
78 H -0.990 0.824 -6.302
79 H -2.407 -0.001 -5.663
80 H -0.907 -1.833 -4.800
81 H 0.477 -1.015 -5.534
82 H -1.956 -2.051 -7.078
83 H -0.375 -2.829 -7.018
84 H -0.551 -1.255 -7.793
85 H -0.421 3.161 -5.838
86 H 1.366 4.551 -6.821
87 H 3.718 4.248 -6.173
88 H 4.378 2.537 -4.517
89 Cl 3.558 1.028 0.444
90 C 2.443 2.118 -0.314
91 C 1.077 1.825 -0.380
92 C 0.289 2.729 -1.099
93 Cl -1.404 2.422 -1.275
94 C 0.800 3.888 -1.679
95 Cl -0.226 4.960 -2.535
96 C 2.158 4.169 -1.562
97 Cl 2.805 5.594 -2.248
98 C 2.984 3.267 -0.899
99 Cl 4.671 3.567 -0.824

Output
Charge ... +2
LUMO level (spin up / spin down) ... -7.82 / -7.82 eV
Calculated total energy ... -7177.35051 hartree
2S+1 ... 1
Energy above the lowest of the compared OMol25 structures with the same formula, charge and spin ... 20.7 kcal/mol
Maximum force ... 2.0 eV/Å


# C40H33Co2N2O7PS

C40H33Co2N2O7PS as an isolated structure in a non-equilibrium geometry (ωB97M-V/def2-TZVPD, OMol25).

Atoms and positions in Å:
1 O -4.710 -0.400 -0.538
2 C -3.590 -0.701 -0.538
3 Co -1.931 -1.198 -0.747
4 C -2.169 -0.124 -2.132
5 O -2.638 0.768 -2.795
6 C -1.946 -1.604 0.978
7 O -2.366 -1.777 2.054
8 C -0.803 -2.236 -1.529
9 C -1.178 -1.186 -2.460
10 C -0.708 -1.305 -3.789
11 C -0.290 -0.304 -4.728
12 C -0.813 -0.292 -6.055
13 C -0.389 0.682 -6.943
14 C 0.520 1.667 -6.545
15 C 1.044 1.644 -5.249
16 C 0.690 0.646 -4.353
17 Co 0.664 -1.842 -0.360
18 C 1.594 -0.387 -0.444
19 O 2.198 0.610 -0.448
20 C 1.721 -3.077 -1.052
21 O 2.429 -3.927 -1.425
22 P 0.907 -2.480 1.644
23 C 0.591 -1.195 2.911
24 C 0.944 -1.372 4.258
25 C 0.711 -0.345 5.179
26 C 0.122 0.856 4.777
27 C -0.193 1.050 3.430
28 C 0.071 0.036 2.509
29 C -0.135 -3.931 2.064
30 C -0.913 -3.977 3.230
31 C -1.753 -5.070 3.472
32 C -1.817 -6.129 2.558
33 C -1.003 -6.109 1.422
34 C -0.154 -5.022 1.182
35 C 2.600 -3.006 2.117
36 C 2.864 -4.234 2.740
37 C 4.180 -4.593 3.047
38 C 5.234 -3.724 2.743
39 C 4.968 -2.485 2.151
40 C 3.653 -2.121 1.854
41 H -0.729 -3.246 -1.923
42 H -0.636 -2.369 -4.089
43 H -1.586 -1.020 -6.330
44 H -0.779 0.677 -7.956
45 H 0.818 2.449 -7.238
46 H 1.727 2.415 -4.911
47 H 1.102 0.573 -3.337
48 H 1.404 -2.305 4.593
49 H 0.992 -0.494 6.221
50 H -0.079 1.639 5.505
51 H -0.657 1.969 3.073
52 H -0.124 0.225 1.452
53 H -0.855 -3.167 3.959
54 H -2.366 -5.091 4.378
55 H -2.490 -6.973 2.731
56 H -1.013 -6.939 0.712
57 H 0.485 -5.024 0.295
58 H 2.054 -4.919 2.985
59 H 4.381 -5.552 3.530
60 H 6.264 -3.999 2.985
61 H 5.778 -1.792 1.924
62 H 3.445 -1.147 1.411
63 C 0.391 7.001 -1.399
64 C -0.320 6.168 -2.439
65 N -0.744 4.829 -1.878
66 C -0.144 3.636 -2.376
67 O 0.754 3.757 -3.229
68 C -0.551 2.403 -1.783
69 C -1.242 2.482 -0.546
70 O -1.314 1.558 0.298
71 N -1.940 3.674 -0.253
72 C -2.724 3.777 1.046
73 C -2.007 4.603 2.087
74 C -1.754 4.857 -0.943
75 S -2.604 6.260 -0.573
76 H 0.833 7.871 -1.901
77 H -0.281 7.367 -0.606
78 H 1.208 6.436 -0.935
79 H -1.269 6.642 -2.726
80 H 0.314 5.971 -3.308
81 H 0.091 1.550 -1.963
82 H -3.660 4.270 0.760
83 H -2.892 2.750 1.380
84 H -2.428 4.361 3.071
85 H -0.935 4.371 2.121
86 H -2.124 5.687 1.935

Output
Charge ... -2
LUMO level ... 4.09 eV
Calculated total energy ... -5685.20080 hartree
2S+1 ... 1
Energy above the lowest of the compared OMol25 structures with the same formula, charge and spin ... 84.1 kcal/mol
Maximum force ... 4.4 eV/Å


# C6H7NO

C6H7NO as an isolated structure in a non-equilibrium geometry (ωB97M-V/def2-TZVPD, OMol25).

Atoms and positions in Å:
1 C 0.062 -1.215 0.591
2 C 1.521 -0.237 0.755
3 C 0.507 1.362 -1.013
4 C -1.339 0.087 -0.864
5 C -0.383 0.791 -0.078
6 C 0.597 -0.305 -0.266
7 H -1.951 -0.892 1.397
8 H 0.457 -2.288 1.035
9 H 1.765 0.054 1.839
10 H 0.818 1.006 -2.130
11 H -2.295 0.605 -1.055
12 H -0.650 1.685 0.748
13 H 0.751 -0.728 -1.188
14 N -1.643 -1.063 0.138
15 O 1.784 1.139 0.089

Output
Charge ... 0
LUMO level ... -1.91 eV
Calculated total energy ... -362.05292 hartree
2S+1 ... 1
Energy above the lowest of the compared OMol25 structures with the same formula, charge and spin ... 477.3 kcal/mol
Maximum force ... 8.9 eV/Å


# C3H3NOS2

The molecule C3H3NOS2 in a non-equilibrium geometry (ωB97M-V/def2-TZVPD, OMol25).

Atoms and positions in Å:
1 C 0.321 -0.388 -0.907
2 C -0.189 0.854 -1.118
3 C -0.566 1.435 0.027
4 H 0.143 -2.570 1.985
5 H 0.394 -1.242 -1.650
6 H -0.416 1.156 -2.068
7 N 0.348 -0.688 0.399
8 O -0.098 0.489 1.007
9 S 1.153 -1.874 1.472
10 S -1.090 2.828 0.853

Output
Charge ... 0
LUMO level ... -0.38 eV
Calculated total energy ... -1042.35381 hartree
2S+1 ... 1
Energy above the lowest of the compared OMol25 structures with the same formula, charge and spin ... 90.9 kcal/mol
Structure (SMILES) ... S=c1ccn(S)o1
Maximum force ... 6.0 eV/Å